No. 1
76
Properties=species:S:1:pos:R:3 method="wB97M-V/def2-TZVPD" spin_multiplicity=4 de_lowest_kj_mol=0.0 s_squared=3.755 homo_lumo_gap_ev="8.2 / 5.9" total_charge=+2 molar_mass_g_mol=604.1 lumo_ev="-4.42 / -6.67"
Ti 1.6701 -0.2397 0.2472
C 1.7528 2.6392 0.7894
C 0.9542 2.1465 2.0022
O 0.9794 0.7062 2.1076
C 1.5895 0.1023 3.2571
C 3.0837 0.2685 3.1768
O 3.4585 -0.1071 1.8456
C 4.7609 0.3913 1.5318
C 5.1470 -0.0226 0.1077
O 4.0220 -0.5131 -0.6231
C 4.1392 -1.8725 -1.0705
C 3.3757 -2.8075 -0.1612
O 1.9901 -2.4389 -0.0796
C 1.1829 -2.7931 -1.2121
C 1.1637 -1.7532 -2.3639
O 1.5438 -0.4771 -1.8157
C 1.3695 0.7813 -2.4952
C 1.9587 1.8992 -1.6240
O 1.3610 1.8090 -0.3177
H 1.4910 3.6802 0.5878
H 2.8344 2.5595 0.9376
H -0.0929 2.4245 1.8841
H 1.3443 2.5958 2.9162
H 1.3073 -0.9494 3.1995
H 1.1713 0.5244 4.1722
H 3.5918 -0.3625 3.9094
H 3.3783 1.3079 3.3550
H 5.4808 0.0010 2.2541
H 4.7519 1.4812 1.6294
H 5.9286 -0.7803 0.1317
H 5.5433 0.8404 -0.4286
H 5.1872 -2.1715 -1.1160
H 3.7493 -1.9046 -2.0868
H 3.7495 -2.7592 0.8612
H 3.4596 -3.8369 -0.5178
H 0.1765 -2.9134 -0.8227
H 1.5183 -3.7559 -1.6023
H 0.1511 -1.6900 -2.7684
H 1.8658 -1.9998 -3.1615
H 0.3025 0.9400 -2.6697
H 1.9014 0.7527 -3.4479
H 1.7134 2.8612 -2.0790
H 3.0440 1.7986 -1.5386
C -1.4665 -1.4003 1.9265
Ge -1.4706 -0.3874 0.2391
C -2.1063 -1.4514 -1.2534
C -2.4419 -0.8024 -2.4459
C -2.9079 -1.5209 -3.5367
C -3.0505 -2.9001 -3.4468
C -2.7388 -3.5566 -2.2621
C -2.2684 -2.8361 -1.1744
C -2.3917 1.3362 0.2491
C -1.8080 2.5000 -0.1821
C -2.5024 3.7286 -0.1763
C -3.7863 3.7772 0.2812
C -4.4423 2.6000 0.7195
C -5.7852 2.6427 1.1644
C -6.4311 1.5036 1.5510
C -5.7583 0.2663 1.4988
C -4.4582 0.1995 1.0820
C -3.7526 1.3611 0.6901
H -2.3789 -1.9975 1.9852
H -1.4465 -0.7160 2.7726
H -0.6188 -2.0840 1.9919
H -2.3666 0.2788 -2.5128
H -3.1766 -1.0071 -4.4501
H -3.4235 -3.4619 -4.2926
H -2.8788 -4.6267 -2.1841
H -2.0503 -3.3635 -0.2505
H -0.7897 2.4893 -0.5428
H -2.0123 4.6248 -0.5337
H -4.3292 4.7137 0.3052
H -6.2930 3.5988 1.1841
H -7.4579 1.5423 1.8873
H -6.2787 -0.6382 1.7842
H -3.9835 -0.7754 1.0307



No. 2
75
Properties=species:S:1:pos:R:3 method="wB97M-V/def2-TZVPD" spin_multiplicity=5 s_squared=6.083 homo_lumo_gap_ev="6.6 / 3.8" total_charge=+2 molar_mass_g_mol=702.7 lumo_ev="-6.00 / -9.53"
C 1.0857 0.9934 -4.7931
C 1.5134 1.0385 -3.4701
C 1.0545 2.1410 -2.6775
C -0.2279 2.6596 -2.9713
C -0.6438 2.6355 -4.3066
C 0.0464 1.8388 -5.2251
C -1.0228 3.0525 -1.7678
C -0.1398 3.8313 -0.8466
C 1.1404 3.2680 -0.6447
C 1.7070 3.3597 0.6674
C 1.3426 4.4549 1.4418
C 0.2982 5.2975 1.0203
C -0.4764 4.9610 -0.0942
H 1.5240 0.2517 -5.4599
H -1.5103 3.2223 -4.6078
H -0.2580 1.8146 -6.2732
H -1.9684 3.5486 -2.0029
H 1.8458 4.6119 2.3973
H 0.0567 6.1833 1.6105
H -1.3471 5.5545 -0.3781
N 1.7621 2.5362 -1.5972
Pt -0.2363 -0.2149 0.0493
C 2.2399 -0.0582 -2.7404
H 2.9709 0.3575 -2.0331
H 2.7051 -0.7549 -3.4446
C 2.5128 2.1832 1.1335
H 3.2520 1.8938 0.3708
H 2.9917 2.3966 2.0965
P 1.0452 -1.0751 -1.6939
P 1.4212 0.6364 1.3763
C 0.6427 0.9015 3.0092
H 0.1768 -0.0349 3.3443
H 1.3754 1.2365 3.7540
H -0.1381 1.6609 2.8965
C 2.7241 -0.6106 1.7202
H 3.2681 -0.3456 2.6378
H 2.2781 -1.6050 1.8410
H 3.4373 -0.6331 0.8863
C -0.0084 -1.8767 -2.9508
H 0.6166 -2.2171 -3.7887
H -0.5366 -2.7393 -2.5218
H -0.7461 -1.1564 -3.3246
C 2.0792 -2.4526 -1.1005
H 1.5119 -3.1040 -0.4250
H 2.4147 -3.0377 -1.9677
H 2.9575 -2.0702 -0.5700
H -1.2342 2.0426 -1.1898
H -1.3727 0.8095 0.5841
C -0.6602 -6.8465 4.6992
C -1.9823 -6.1129 4.7573
N -2.4086 -5.5508 3.4646
C -3.8056 -5.8187 3.0576
C -4.7477 -4.6280 3.0946
C -1.6293 -4.5242 2.9774
O -0.6522 -4.1232 3.6205
C -1.8989 -3.8627 1.6470
C -2.7203 -4.3113 0.6020
C -2.9974 -3.4452 -0.4495
C -2.3525 -2.2049 -0.5239
N -1.4033 -1.8730 0.3748
C -1.1725 -2.6726 1.4567
H -0.6729 -7.6144 3.9222
H -0.4810 -7.3323 5.6610
H 0.1505 -6.1398 4.5116
H -2.7835 -6.7830 5.0759
H -1.8935 -5.2925 5.4832
H -3.8025 -6.2579 2.0504
H -4.1622 -6.6038 3.7355
H -4.4134 -3.8220 2.4333
H -5.7344 -4.9548 2.7577
H -4.8446 -4.2451 4.1159
H -3.1430 -5.3150 0.6161
H -3.6965 -3.7072 -1.2369
H -2.5394 -1.4885 -1.3250
H -0.4072 -2.3246 2.1534



No. 3
76
Properties=species:S:1:pos:R:3 method="wB97M-V/def2-TZVPD" spin_multiplicity=1 de_lowest_kj_mol=224.5 homo_lumo_gap_ev="4.2 / 3.3" total_charge=+2 molar_mass_g_mol=824.6 lumo_ev="-8.49 / -8.93"
Pt -0.0364 0.4153 1.4846
C 2.4614 -0.0774 -0.3988
N 1.7611 -0.9395 0.5580
C 2.6631 -1.2991 1.6777
C 1.9688 -1.2649 3.0374
N 1.3472 0.0380 3.2965
C 2.3037 1.1544 3.3274
C 0.5720 0.0723 4.5100
C 1.0069 -0.5548 5.6665
C 0.3262 -0.3820 6.8639
C -0.8141 0.4085 6.9188
C -1.2830 1.0102 5.7708
C -0.5961 0.8606 4.5591
S -1.2348 1.7002 3.1812
C 1.2045 -2.1349 -0.0374
C 1.9736 -2.9367 -0.8753
C 1.4839 -4.1256 -1.3843
C 0.2107 -4.5600 -1.0435
C -0.5559 -3.8041 -0.1864
C -0.0810 -2.5865 0.3218
S -1.1363 -1.7687 1.4373
H 3.2869 -0.5877 -0.8969
H 2.8716 0.7863 0.1275
H 1.7579 0.2803 -1.1501
H 3.5069 -0.6048 1.6926
H 3.0654 -2.3069 1.5309
H 2.7287 -1.5017 3.7905
H 1.1810 -2.0235 3.0812
H 3.1624 0.9130 3.9572
H 1.8165 2.0354 3.7447
H 2.6542 1.3997 2.3254
H 1.8961 -1.1671 5.6536
H 0.7035 -0.8555 7.7574
H -1.3336 0.5538 7.8528
H -2.1857 1.6016 5.7774
H 2.9930 -2.6657 -1.0997
H 2.1154 -4.7390 -2.0045
H -0.1673 -5.4983 -1.4177
H -1.5200 -4.1540 0.1502
C 2.0253 -1.1004 -4.8213
C 0.7270 -1.7709 -4.4331
Sb -0.3618 -0.8346 -2.7559
C -2.2178 -2.0276 -2.9792
C -3.1943 -1.3957 -3.9407
C -0.8117 1.1054 -3.7320
C 0.1330 2.2319 -3.3877
H 2.4087 -1.5694 -5.7275
H 2.7849 -1.2130 -4.0496
H 1.8969 -0.0415 -5.0392
H 0.8887 -2.8164 -4.1784
H 0.0033 -1.7141 -5.2460
H -2.6636 -2.1761 -1.9981
H -1.8646 -2.9860 -3.3536
H -3.5887 -0.4554 -3.5607
H -4.0347 -2.0725 -4.0960
H -2.7357 -1.2133 -4.9103
H -1.8310 1.3616 -3.4618
H -0.7631 0.8737 -4.7931
H 0.0549 2.5238 -2.3433
H -0.1207 3.1025 -3.9926
H 1.1664 1.9720 -3.6028
N -3.3929 1.9105 -0.5443
C -2.5522 0.8704 -0.4106
N -1.3086 1.2471 -0.1824
C -1.3426 2.6299 -0.1359
C -0.3303 3.5497 0.1316
C -0.6753 4.8855 0.1189
C -1.9855 5.3056 -0.1405
C -3.0040 4.4072 -0.3918
C -2.6623 3.0622 -0.3772
H -4.3885 1.8637 -0.6853
H -2.8781 -0.1516 -0.4829
H 0.6826 3.2189 0.3414
H 0.0790 5.6334 0.3172
H -2.2049 6.3620 -0.1377
H -4.0160 4.7306 -0.5756



No. 4
89
Properties=species:S:1:pos:R:3 method="wB97M-V/def2-TZVPD" spin_multiplicity=1 homo_lumo_gap_ev=9.4 smiles="C[N+](=O)[O-].C[N+](=O)[O-].C[N+](=O)[O-].Fc1ccccc1.Fc1ccccc1.Fc1ccccc1.BrCCBr.BrCCBr.BrCCBr.BrCCBr" molar_mass_g_mol=1222.9 lumo_ev=0.14
C -9.0439 -28.7521 14.7439
N -9.5972 -29.0580 16.1384
O -10.6846 -28.6335 16.4461
O -8.9107 -29.7476 16.8542
H -9.7933 -28.1412 14.2407
H -9.0866 -29.6761 14.1674
H -8.0198 -28.3919 14.6455
C -10.8449 -17.6545 21.9195
N -11.7956 -17.7864 23.0591
O -12.9896 -17.8507 22.7680
O -11.4259 -17.7005 24.1815
H -11.2854 -17.4809 20.9377
H -10.4686 -18.6763 21.8689
H -10.0972 -16.9170 22.2113
C -16.9927 -28.3415 11.2978
N -15.7776 -29.1038 11.6983
O -15.6217 -30.1685 11.1555
O -14.9387 -28.5417 12.3960
H -16.7957 -28.2734 10.2279
H -17.1717 -27.3567 11.7293
H -17.9257 -28.8772 11.4725
F -13.6607 -22.7499 19.8394
C -14.6142 -22.7384 18.8865
C -15.7516 -21.8906 18.7479
C -16.5530 -21.9507 17.6435
C -16.2633 -22.8576 16.6097
C -15.0702 -23.5935 16.6410
C -14.2484 -23.5195 17.7718
H -16.0626 -21.2207 19.5359
H -17.4700 -21.3863 17.5602
H -16.8925 -22.9273 15.7347
H -14.6660 -24.1155 15.7863
H -13.2861 -23.9942 17.8950
F -9.0723 -18.0953 15.3016
C -8.9878 -19.1261 14.3932
C -10.1109 -19.9089 14.1705
C -10.0269 -20.9742 13.3079
C -8.8241 -21.2983 12.7052
C -7.7282 -20.4404 12.8890
C -7.8140 -19.3750 13.7836
H -11.0208 -19.7247 14.7222
H -10.9196 -21.5352 13.0737
H -8.7092 -22.2356 12.1811
H -6.8137 -20.7701 12.4184
H -6.9886 -18.6824 13.8563
F -20.9651 -15.8591 20.7332
C -21.8574 -15.9829 21.8054
C -21.7865 -16.9657 22.7518
C -22.6896 -17.0497 23.8335
C -23.8468 -16.2255 23.9011
C -23.9451 -15.2707 22.9240
C -22.9117 -15.1366 21.9329
H -20.9314 -17.6252 22.7370
H -22.5652 -17.8833 24.5088
H -24.6663 -16.3974 24.5832
H -24.6570 -14.4653 23.0283
H -22.7606 -14.2579 21.3234
Br -20.0202 -28.3602 17.4032
C -18.7865 -29.1324 18.7368
C -17.4483 -29.2007 18.1626
Br -17.2282 -30.7921 16.9131
H -19.1678 -30.0389 19.2069
H -18.7318 -28.4270 19.5660
H -16.6636 -29.1378 18.9165
H -17.3798 -28.4345 17.3903
Br -8.3371 -24.1265 27.0603
C -9.3773 -25.0299 25.6284
C -9.7004 -26.4683 26.1041
Br -10.9563 -27.2418 24.7477
H -8.7918 -25.0204 24.7091
H -10.3167 -24.5257 25.4015
H -9.9773 -26.6752 27.1378
H -8.6947 -26.8512 25.9303
Br -27.7226 -23.6720 22.2225
C -26.1789 -22.7846 21.2891
C -24.8726 -23.4360 21.6641
Br -23.4188 -22.6292 20.5881
H -26.1916 -21.6988 21.3846
H -26.3738 -22.9117 20.2242
H -24.8173 -24.4987 21.4279
H -24.6897 -23.3246 22.7328
Br -23.3927 -19.8463 14.4035
C -22.5065 -18.3488 13.5299
C -22.0077 -18.6993 12.1670
Br -20.8335 -17.3154 11.3731
H -21.7200 -18.0958 14.2408
H -23.2097 -17.5162 13.5133
H -22.7482 -19.0311 11.4393
H -21.4405 -19.6283 12.2252



No. 5
93
Properties=species:S:1:pos:R:3 method="wB97M-V/def2-TZVPD" spin_multiplicity=1 homo_lumo_gap_ev=6.5 molar_mass_g_mol=780.8 lumo_ev=-1.01
Ca 0.0888 -3.3175 1.1664
C 0.7606 -0.7261 0.3395
O -0.4432 -1.1926 0.2407
O 1.1058 0.4215 -0.0090
O 1.5792 -1.5904 0.8983
C 1.4749 -2.7425 4.0714
O 0.6395 -3.4197 3.4225
N 1.5806 -2.9597 5.4088
N 2.2952 -1.8083 3.5424
H 2.2089 -2.4194 5.9756
H 1.1623 -3.7876 5.7892
H 2.2351 -1.6553 2.5309
H 3.1166 -1.5417 4.0562
C -0.4214 1.2523 4.4175
O -0.0785 0.9570 5.5593
N -1.4996 2.0470 4.1477
N 0.2631 0.8441 3.3102
H -1.7896 2.1857 3.1948
H -2.0350 2.4429 4.8948
H 1.0131 0.1807 3.3302
H -0.1177 1.1375 2.4245
C -2.8138 -2.2780 2.3245
O -1.9746 -3.1286 1.9655
N -3.9368 -2.6334 2.9871
N -2.6086 -0.9520 2.1322
H -4.5884 -1.9344 3.2933
H -4.0285 -3.5758 3.3167
H -3.4141 -0.3495 2.1734
H -1.8413 -0.6864 1.5220
C -0.7677 0.9997 -3.9071
O -0.2015 1.8582 -4.5510
N -0.1277 0.2436 -2.9554
N -2.1178 0.7579 -4.0011
H 0.7895 0.5404 -2.6790
H -0.6105 -0.4290 -2.3851
H -2.6868 1.4113 -4.5035
H -2.5620 0.0109 -3.4978
C 4.0923 1.1387 1.9051
C 4.9013 1.6831 2.8943
C 6.2023 2.0563 2.6012
C 6.6410 2.0607 1.2828
C 5.7854 1.6415 0.2824
C 4.5142 1.1584 0.5721
O 3.6972 0.7803 -0.4207
O 7.0458 2.5698 3.5742
H 3.0905 0.8295 2.1806
H 4.5486 1.7171 3.9199
H 7.6211 2.4605 1.0614
H 6.0319 1.7366 -0.7694
H 2.7845 0.5457 -0.1463
H 7.0027 2.0118 4.3552
C -2.6033 3.4747 0.0659
C -3.0985 4.3144 -0.9191
C -2.4376 4.4674 -2.1269
C -1.2486 3.7798 -2.3474
C -0.7096 2.9871 -1.3565
C -1.3812 2.8580 -0.1386
O -0.8737 2.0540 0.8428
O -2.9219 5.2694 -3.1329
H -3.1151 3.2317 0.9903
H -4.0257 4.8726 -0.8092
H -0.7503 3.9199 -3.2992
H 0.2209 2.4543 -1.4965
H -0.1309 1.4822 0.5438
H -3.4357 5.9754 -2.7287
C 3.6250 -4.2056 -2.6779
C 3.5582 -4.2486 -4.0752
C 2.9987 -3.1976 -4.7666
C 2.5159 -2.0677 -4.0990
C 2.5833 -2.0448 -2.7206
C 3.1424 -3.1067 -2.0069
O 3.2480 -3.0422 -0.6534
O 2.8319 -3.2080 -6.1273
H 3.9671 -5.0657 -2.1163
H 3.8902 -5.1196 -4.6265
H 2.0345 -1.2912 -4.6765
H 2.2606 -1.1307 -2.2363
H 2.6414 -2.4033 -0.2358
H 3.4344 -3.7652 -6.6244
C -4.8287 -1.5458 -2.0063
C -6.0239 -0.8426 -2.1132
C -6.1930 0.3897 -1.4922
C -5.1327 1.0059 -0.8551
C -3.9183 0.3131 -0.7693
C -3.7736 -0.9306 -1.3417
O -2.5692 -1.5824 -1.3381
O -7.3928 1.0778 -1.5767
H -4.7653 -2.5081 -2.4910
H -6.8579 -1.3222 -2.6146
H -5.2140 2.0310 -0.5252
H -3.0807 0.8515 -0.3400
H -1.9601 -1.1818 -0.6853
H -8.1175 0.4479 -1.5360



No. 6
84
Properties=species:S:1:pos:R:3 method="wB97M-V/def2-TZVPD" spin_multiplicity=2 de_lowest_kj_mol=68.7 s_squared=0.755 homo_lumo_gap_ev="3.9 / 8.2" molar_mass_g_mol=952.8 lumo_ev="-0.11 / -0.07"
Hf -0.1945 0.1653 -0.9651
C -0.8165 -2.6789 3.5005
Si -1.1502 -1.3221 2.2015
C -2.5312 -1.9549 1.0645
C -1.8661 -0.1188 3.4542
C 0.3727 -0.7061 1.1210
Si 1.5590 0.3635 2.2316
C 0.9026 2.1113 2.5463
C 1.7091 -0.2918 4.0545
C 3.3327 0.5445 1.6420
Si 1.3944 -2.2599 0.7199
C 2.5600 -2.9973 2.1078
C 0.4506 -3.7899 0.0567
C 2.6379 -1.7297 -0.5991
C 3.8743 -2.3558 -0.8292
C 4.5931 -2.1604 -2.0245
C 4.2030 -1.0761 -2.8104
C 3.0756 -0.3630 -2.4252
N 2.1984 -0.7817 -1.4784
H -1.7945 -3.0475 3.9188
H -0.1981 -2.3472 4.3421
H -0.3115 -3.5504 3.0947
H -3.5175 -1.7685 1.5882
H -2.3280 -3.0056 0.9120
H -2.5905 -1.4943 0.0592
H -2.9709 -0.1479 3.4495
H -1.5446 0.8983 3.2290
H -1.5170 -0.3685 4.4923
H 0.1238 2.0569 3.3554
H 0.4598 2.5599 1.6619
H 1.6839 2.8227 2.9076
H 0.7404 -0.4182 4.5690
H 2.2754 0.4722 4.6395
H 2.2259 -1.2519 4.1727
H 3.3676 1.1578 0.7185
H 3.8765 -0.3918 1.4153
H 3.9618 1.1067 2.3914
H 1.9913 -3.1423 3.0252
H 3.4755 -2.4069 2.3039
H 2.9030 -3.9840 1.7062
H 0.2223 -4.4134 0.9418
H 1.1464 -4.3980 -0.5581
H -0.4642 -3.6260 -0.5281
H 4.2015 -3.1174 -0.1412
H 5.4064 -2.8025 -2.3208
H 4.7313 -0.7650 -3.7075
H 2.7778 0.5136 -3.0052
Cl -2.7032 0.2189 -2.3397
C -2.1293 -1.4000 -2.6661
C -0.7662 -1.6721 -2.5450
C -0.3843 -2.9136 -3.1089
Cl 1.2587 -3.2945 -3.4703
C -1.3588 -3.8654 -3.5306
Cl -0.9372 -5.4760 -3.7690
C -2.7257 -3.5378 -3.6443
Cl -3.9238 -4.5347 -4.3802
C -3.1017 -2.3033 -3.1144
Cl -4.7633 -1.9069 -3.0057
O 1.0491 1.7255 -0.8304
N 1.3659 2.6485 -1.8383
C 2.0830 3.7266 -1.5082
C 2.3564 4.7000 -2.4743
C 2.0257 4.4270 -3.8141
C 1.2542 3.3119 -4.1320
C 0.9931 2.3233 -3.1089
S 0.3861 0.7895 -3.5201
H 2.4085 3.7530 -0.4714
H 2.7917 5.6727 -2.1753
H 2.3198 5.1048 -4.6162
H 0.9119 3.0712 -5.1258
O -1.5311 1.5981 -0.1653
S -2.8485 1.8704 0.8129
C -2.7923 3.5740 1.4915
C -3.8719 4.4298 0.7521
C -4.9843 3.5044 0.2073
C -4.3498 2.2325 -0.2350
H -1.7687 3.9457 1.3641
H -3.0470 3.4870 2.5548
H -3.3662 4.9437 -0.1266
H -4.2185 5.2008 1.4386
H -5.4814 3.9878 -0.6327
H -5.7687 3.3246 0.9689
H -4.0527 2.2794 -1.3051
H -4.9687 1.3143 -0.1379